No. 1
The following is a DFT calculation (wB97M-V/def2-TZVPD) of one molecule with the formula C7H6O3S in a non-equilibrium geometry.

XYZ file:
```
17
Properties=species:S:1:pos:R:3:forces:R:3
O -0.633061 3.355674 -0.248561 -0.78 0.93 0.06
C -0.418197 2.183980 -0.168264 0.48 -1.84 0.74
C -1.262794 0.997659 0.020928 -0.99 -0.72 -0.02
S -2.938098 0.803730 -0.125557 -0.73 -0.07 -0.31
C -2.823210 -0.880652 0.102624 -2.08 -1.83 0.17
C -1.546686 -1.313065 0.399736 -0.18 -2.00 -0.17
C -0.660520 -0.233909 0.276714 0.87 1.44 0.37
C 0.836060 -0.076862 0.308754 -0.97 3.39 -0.29
O 1.530248 -0.916217 -0.488285 -0.87 -1.17 -4.35
C 0.937266 1.571363 -0.208128 2.63 -2.75 0.84
O 1.992352 2.252152 0.512049 -3.11 0.74 0.20
H -3.792430 -1.555200 0.002518 2.28 1.68 0.42
H -1.276085 -2.423011 0.649104 -0.49 2.44 -0.63
H 1.332860 -0.193826 1.243843 -0.08 0.46 1.14
H 1.036225 -0.888810 -1.403656 1.67 -0.39 2.36
H 1.165344 1.495147 -1.276197 0.44 -0.02 -0.02
H 1.375051 2.793076 1.091841 1.91 -0.30 -0.51
```
Forces are in eV/Å.

- HOMO: -9.544 eV
- Frontier orbital gap: 9.2 eV
- Lowest unoccupied orbital energy: -0.3 eV
- Calculated total energy: -24332.040 eV
- Structure (SMILES): O=C1c2sccc2[C@@H](O)[C@@H]1O



No. 2
The following is a DFT calculation (wB97M-V/def2-TZVPD) of a 2-piece molecular cluster, F2H4SSi2 overall in a non-equilibrium geometry.

XYZ file:
```
9
Properties=species:S:1:pos:R:3:forces:R:3
F 0.071228 0.448696 0.169115 0.47 -0.17 -1.23
Si 1.199902 0.943795 1.168817 -0.67 -2.18 1.67
F 0.170299 1.359318 2.286356 -0.11 0.40 1.47
H 1.766231 2.173564 0.826813 1.05 1.04 -0.87
H 2.071407 -0.223302 1.740910 -0.70 1.20 -0.92
Si -1.352302 -1.154687 -1.595125 0.42 -0.80 0.98
S -0.615346 -2.576612 -0.431672 -0.65 0.61 -0.88
H -0.552931 -0.174511 -2.307255 0.33 0.14 -0.33
H -2.758489 -0.796261 -1.857959 -0.12 -0.25 0.12
```
Forces are in eV/Å.

- HOMO: -9.087 eV
- Frontier orbital gap: 8.6 eV
- Lowest unoccupied orbital energy: -0.5 eV
- Calculated total energy: -32092.521 eV
- Structure (SMILES): F[SiH2]F.[SiH2]=S



No. 3
The following is a DFT calculation (wB97M-V/def2-TZVPD) of C3H5I2NO2 as an isolated structure in a non-equilibrium geometry.

XYZ file:
```
13
Properties=species:S:1:pos:R:3:forces:R:3
C 1.876155 -0.008035 1.874670 0.19 -0.18 -0.18
C -0.350205 -0.520915 -0.064446 -0.18 -0.28 -0.12
C 2.076568 0.020018 0.367556 -2.04 0.11 -1.72
N 0.741282 0.400371 -0.300036 2.54 0.02 1.09
O 2.348376 -0.850958 2.573334 -0.09 0.15 0.35
O 1.146704 1.002871 2.328957 -0.39 0.38 0.50
I 3.485872 1.594076 -0.041147 -0.15 -0.24 -0.09
I 2.834363 -1.922793 -0.260030 -0.09 0.40 -0.06
H -0.407428 -0.768648 0.995323 -0.07 0.00 -0.01
H -1.268392 -0.008117 -0.351498 -0.06 -0.11 0.05
H -0.266273 -1.450662 -0.637817 0.03 0.00 0.09
H 0.893793 0.553752 -1.291857 0.11 0.02 0.17
H 0.784791 1.541590 1.601664 0.19 -0.27 -0.09
```
Forces are in eV/Å.

- HOMO: -9.535 eV
- Frontier orbital gap: 9.0 eV
- Lowest unoccupied orbital energy: -0.5 eV
- Calculated total energy: -24978.152 eV



No. 4
The following is a DFT calculation (wB97M-V/def2-TZVPD) of a 2-piece molecular cluster, C3H5Cl2N overall in a non-equilibrium geometry.

XYZ file:
```
11
Properties=species:S:1:pos:R:3:forces:R:3
C -2.405099 -0.237804 -0.451075 0.20 -0.75 0.10
C 1.796075 0.127686 0.273013 0.08 -0.24 1.12
C 0.398036 -0.130400 -0.304463 0.65 2.17 1.18
N -0.315187 -0.987606 0.454700 -1.43 -1.17 0.11
Cl -3.891954 -1.014781 -0.055374 0.38 0.07 0.00
Cl -2.276249 1.247661 0.352754 -0.72 0.76 0.38
H 2.422390 0.664530 -0.463732 -0.39 0.06 0.71
H 1.526168 0.648347 1.197157 1.10 0.46 -0.09
H 2.325436 -0.798335 0.585117 -0.46 0.42 -0.43
H 0.613674 -0.352574 -1.284670 -0.42 -1.23 -2.81
H -0.193285 0.833279 -0.303423 1.00 -0.55 -0.28
```
Forces are in eV/Å.

- HOMO (spin up / spin down): -8.807 / -9.586 eV
- Frontier orbital gap (spin up / spin down): 8.2 / 8.1 eV
- Lowest unoccupied orbital energy (spin up / spin down): -0.6 / -1.5 eV
- Calculated total energy: -29719.885 eV



No. 5
The following is a DFT calculation (wB97M-V/def2-TZVPD) of C24H62AlN6O5P2 as an isolated structure in a non-equilibrium geometry.

XYZ file:
```
100
Properties=species:S:1:pos:R:3:forces:R:3
C -3.416254 -3.306333 -0.052378 1.42 0.01 -0.66
C -2.700646 -2.372731 -1.240558 -0.58 -0.05 0.57
O -1.247367 -2.607253 -1.190190 -1.51 0.95 -0.48
C -0.525731 -1.653974 -2.093883 0.18 1.15 0.34
Al -0.946948 -2.035686 -4.101848 0.55 1.34 0.19
C -2.274206 -0.541849 -4.685919 -0.29 0.50 -0.31
C -1.605265 0.969040 -4.648129 -0.76 -0.98 -1.98
O -1.659913 1.428061 -3.248924 1.35 4.30 -0.75
C -1.311070 2.856500 -3.128550 -4.05 3.07 2.60
C 0.105103 3.532282 -3.643258 -0.43 -0.16 -0.41
O -2.172292 3.710690 -2.511870 5.31 -5.63 -3.69
C 0.792533 -1.737540 -5.219418 -0.04 0.24 -1.09
C 1.433900 -3.125244 -5.807241 -0.49 -0.44 0.55
C 2.946150 -3.476311 -5.284254 0.22 -0.72 -0.72
C 3.972125 -2.200485 -5.201254 -0.11 -0.55 1.55
C 2.926129 -4.358879 -3.863590 0.91 0.01 -1.20
H -4.589772 -3.212959 -0.092058 2.42 -0.19 0.13
H -3.042369 -4.424370 -0.231160 -1.05 2.42 0.40
H -2.962407 -2.985919 0.988580 -1.16 -0.59 -2.05
H -3.184233 -2.651373 -2.284510 1.17 0.45 1.90
H -2.940186 -1.218972 -1.052179 0.56 -2.28 -0.32
H -0.873046 -0.565666 -1.760111 0.86 -1.93 -0.59
H 0.653086 -1.704257 -1.938042 -2.38 -0.22 0.28
H -1.565824 -3.480268 -4.281723 -0.18 -0.44 -0.13
H -3.198332 -0.643535 -3.947036 1.63 0.71 -1.74
H -2.593777 -0.803978 -5.802819 0.41 0.85 2.25
H -0.508283 0.957746 -5.103147 -2.05 -0.06 1.25
H -2.227792 1.707494 -5.341257 1.16 -1.23 1.59
H 0.766471 2.799134 -4.289917 -1.37 1.45 1.58
H -0.141663 4.492731 -4.302363 0.29 -2.22 1.49
H 0.663475 3.925032 -2.686941 -1.10 -1.01 -1.88
H 0.449330 -1.082788 -6.156602 1.00 -1.03 1.95
H 1.496117 -1.113997 -4.522882 -0.91 -1.08 -1.57
H 1.341970 -3.180835 -6.994219 0.48 0.27 2.48
H 0.733214 -4.008069 -5.413984 1.57 1.65 -0.95
H 3.416797 -4.225664 -6.085476 -0.99 1.52 1.62
H 3.627135 -1.514386 -4.294350 0.71 -1.29 -2.04
H 4.039857 -1.549162 -6.171031 -0.13 -1.43 1.82
H 5.026316 -2.646353 -4.861686 -2.08 1.11 -1.02
H 3.911752 -5.028243 -3.922023 -2.07 1.39 0.46
H 2.980026 -3.678267 -2.908699 -0.36 -1.39 -1.85
H 2.001910 -5.086470 -3.889498 1.81 1.63 0.31
O -0.899335 -5.107043 1.902987 -3.14 2.89 1.90
P -0.052926 -4.503312 3.050437 5.70 -5.15 -2.57
N 1.156237 -4.032344 1.934457 0.84 1.17 -1.42
C 2.599717 -4.159272 2.004267 0.07 0.19 0.61
C 0.796072 -2.890720 1.093024 -0.67 -0.15 -0.35
N 0.271912 -6.081449 3.693654 -0.17 -1.56 1.42
C 1.429713 -6.877824 3.299914 0.26 0.37 0.16
C -0.885894 -6.993910 3.671755 -0.32 0.48 0.04
N 0.920085 -3.809278 4.369517 -1.93 1.32 0.23
C 0.955929 -2.353558 4.449823 -0.19 0.15 -0.36
C 1.853249 -4.434800 5.281317 -0.56 -0.63 1.01
H 3.054794 -3.463233 2.715076 0.28 0.12 0.14
H 3.061793 -3.959198 1.028366 -0.48 0.18 0.08
H 2.931909 -5.164752 2.238198 -0.14 -0.06 0.26
H 0.889046 -1.950273 1.641553 0.19 0.28 -0.04
H -0.235478 -2.971167 0.738864 0.15 -0.04 0.05
H 1.418591 -2.826505 0.194133 -0.04 -0.15 0.19
H 1.465056 -7.044290 2.217926 0.07 -0.04 -0.11
H 1.420964 -7.858652 3.793419 -0.36 0.16 -0.04
H 2.370051 -6.436583 3.626793 -0.01 0.16 -0.13
H -1.036825 -7.440817 2.683780 -0.09 0.06 -0.02
H -1.807739 -6.468598 3.954446 0.23 -0.11 -0.19
H -0.758143 -7.809229 4.390547 0.28 0.12 0.08
H 1.827781 -1.950272 3.925802 0.09 0.08 0.02
H 0.985590 -1.996451 5.484357 -0.03 -0.15 -0.03
H 0.057838 -1.919800 3.997364 0.20 -0.02 -0.02
H 2.822354 -4.621414 4.809579 -0.06 -0.04 -0.19
H 1.469874 -5.367753 5.706967 0.07 0.06 -0.41
H 2.052875 -3.801989 6.155126 -0.17 0.24 -0.20
O -1.205165 4.679288 3.523351 -4.60 -0.04 0.80
P -1.594912 5.948023 2.725885 7.96 0.88 -1.33
N -0.858911 5.310801 1.318211 0.07 -1.28 -1.48
C 0.021633 5.939612 0.351844 -0.33 0.59 -0.15
C -1.603260 4.223851 0.681410 -0.14 -0.60 0.34
N -0.474155 6.911097 3.634813 0.52 1.42 1.39
C 0.911512 7.117054 3.225847 -0.17 0.20 -0.41
C -0.439567 6.601002 5.075725 -0.55 -0.15 -0.06
N -2.042956 7.406526 1.809138 -2.09 -0.84 0.61
C -3.133123 7.259094 0.851716 -0.11 -0.43 -0.08
C -1.385295 8.690853 1.702186 -0.21 0.86 1.03
H -0.497916 6.647610 -0.300553 0.04 0.16 -0.24
H 0.487789 5.191795 -0.303435 -0.45 -0.13 0.24
H 0.870083 6.440074 0.805427 -0.14 0.18 0.21
H -2.448912 4.607886 0.105772 0.03 -0.15 -0.30
H -1.994749 3.524530 1.425507 0.05 0.19 0.09
H -0.973995 3.628667 0.011005 -0.03 0.27 0.07
H 1.448518 6.170419 3.102692 0.11 -0.07 -0.04
H 1.455541 7.721615 3.963536 -0.31 -0.21 0.15
H 0.993686 7.699030 2.309151 -0.08 -0.15 -0.11
H 0.166779 5.714929 5.289777 -0.09 -0.06 0.03
H -1.450862 6.426422 5.466201 0.28 -0.06 -0.13
H -0.023638 7.435905 5.648147 0.03 0.15 -0.27
H -2.751812 7.045327 -0.151412 -0.02 0.03 -0.11
H -3.757902 8.156312 0.794108 0.11 -0.02 0.12
H -3.795704 6.437765 1.144700 0.14 0.06 -0.13
H -0.530213 8.656369 1.020884 0.06 -0.20 0.04
H -1.062796 9.084458 2.671529 0.14 -0.36 -0.17
H -2.060805 9.461276 1.309789 -0.19 -0.30 -0.06
```
Forces are in eV/Å.

- Net charge: -1
- HOMO: -4.411 eV
- Frontier orbital gap: 4.9 eV
- Lowest unoccupied orbital energy: 0.4 eV
- Calculated total energy: -70233.658 eV



No. 6
The following is a DFT calculation (wB97M-V/def2-TZVPD) of C2H6N2O as an isolated structure in a non-equilibrium geometry.

XYZ file:
```
11
Properties=species:S:1:pos:R:3:forces:R:3
C -0.504093 1.779176 0.147545 -1.31 1.15 -1.10
C 0.080012 -0.439671 0.011922 -0.52 -1.57 -0.46
H -1.577564 1.129640 -0.035680 3.04 2.41 1.06
H -0.232762 2.079178 1.339943 -1.24 -0.38 -3.64
H -0.510877 2.762980 -0.806072 0.45 -3.03 3.51
H 1.757928 -1.278433 -1.121412 -3.02 -0.56 3.68
H 0.853221 -2.466647 -0.133082 -0.85 0.22 0.18
H -1.166106 -1.702869 0.478780 -0.54 0.78 -0.16
N 0.988254 -1.478294 -0.237043 4.25 2.48 -3.76
N -1.131346 -0.672175 0.377139 0.91 -1.18 0.54
O 0.552787 0.811551 -0.207494 -1.16 -0.32 0.16
```
Forces are in eV/Å.

- HOMO: -9.330 eV
- Frontier orbital gap: 10.1 eV
- Lowest unoccupied orbital energy: 0.8 eV
- Calculated total energy: -7196.098 eV